No. 1
{
  "formula": "C42H43AsN5O3OsPS2",
  "method": "ωB97M-V/def2-TZVPD",
  "lumo_ev": [-3.914, -3.978],
  "homo_energy_ev": [-9.26, -9.36],
  "multiplicity": 2,
  "total_charge": 1,
  "elements": ["H", "H", "H", "H", "H", "H", "H", "C", "H", "C", "C", "C", "C", "C", "H", "H", "C", "H", "H", "C", "H", "H", "C", "H", "C", "C", "C", "C", "H", "N", "C", "C", "Os", "H", "H", "C", "C", "H", "C", "C", "H", "C", "H", "H", "H", "N", "H", "C", "H", "H", "C", "C", "C", "C", "H", "N", "As", "C", "C", "O", "C", "H", "C", "H", "H", "O", "H", "H", "C", "H", "C", "C", "C", "H", "H", "H", "H", "H", "H", "N", "O", "C", "S", "S", "C", "H", "C", "C", "H", "H", "C", "P", "C", "C", "C", "N", "C", "H"],
  "positions_angstrom": [[-1.977, -5.351, 3.458], [0.822, -0.502, 2.339], [-6.631, -3.567, 0.556], [2.358, -7.480, 0.170], [-6.421, -1.243, -1.389], [3.495, 4.283, -3.651], [0.655, -6.418, 1.477], [5.306, 3.230, -3.183], [5.107, 1.916, 2.242], [-4.498, -0.362, -1.154], [-3.398, -0.810, 0.932], [3.980, 3.583, -2.983], [5.926, 2.324, -2.337], [-4.492, -1.559, 1.344], [6.122, -1.928, 3.809], [4.390, -2.973, 2.390], [-5.594, -1.717, 0.518], [6.475, 0.509, 3.733], [-4.327, 4.328, -1.519], [3.948, 0.264, 1.507], [1.278, -1.575, -2.948], [-3.261, -0.140, 3.629], [-2.803, 5.401, -3.483], [6.958, 2.045, -2.500], [3.908, 2.148, -1.058], [0.307, 4.637, 2.547], [-3.517, 3.677, -1.816], [-1.624, 3.195, -3.188], [-7.681, -2.163, 0.519], [-2.214, 0.409, -0.807], [2.459, 3.642, 2.143], [-3.362, -0.214, -0.344], [-0.586, -0.745, -0.626], [-0.293, 5.393, 3.032], [2.985, -1.543, 0.909], [-2.641, 4.066, -2.830], [-0.290, 3.713, 1.704], [3.529, 3.631, 2.308], [-1.469, 1.941, -2.591], [1.675, 4.599, 2.767], [2.235, 3.295, -1.746], [3.279, 3.040, -1.919], [-0.937, 3.509, -3.960], [-2.319, 5.441, -4.456], [1.789, -0.031, -5.131], [-2.305, -0.625, 1.803], [-4.020, 2.193, -0.381], [-1.038, -0.188, 3.547], [0.049, 2.008, 0.426], [-3.860, 5.631, -3.604], [0.492, 2.752, 1.089], [4.936, 0.847, 2.290], [-2.208, -5.093, 2.427], [-3.356, 2.471, -1.186], [5.696, 1.050, -0.616], [-1.035, -0.729, 1.384], [2.815, 1.308, 0.317], [5.510, -1.317, 3.162], [-5.575, -1.105, -0.734], [1.712, 0.388, -0.452], [0.217, 1.214, -4.235], [-0.697, 0.062, 4.532], [3.752, -1.110, 1.545], [-1.355, 3.741, 1.514], [-4.479, -2.036, 2.312], [-1.704, -3.481, 0.674], [2.137, 5.323, 3.423], [1.595, -5.045, 0.822], [1.074, 0.148, -4.357], [-1.967, -5.938, 1.786], [-2.340, -0.303, 3.109], [-0.253, -0.471, 2.430], [5.225, 1.773, -1.276], [0.943, -7.476, -0.881], [-3.272, -4.890, 2.333], [2.231, -6.284, -1.131], [5.859, 3.668, -4.001], [-2.368, 6.174, -2.848], [-4.482, 0.082, -2.137], [-0.487, 1.063, -3.090], [-0.255, -5.432, -0.026], [0.827, -0.643, -3.239], [-2.129, -2.516, -2.055], [0.885, -2.686, -0.300], [0.958, -5.897, 0.562], [-0.335, -4.033, 2.137], [5.710, 0.054, 3.120], [-2.339, 1.563, -1.541], [-6.846, -2.605, 2.016], [-1.689, -3.017, 2.641], [1.675, -6.844, -0.384], [-0.743, -3.981, -0.552], [1.863, 2.710, 1.302], [-6.757, -2.554, 0.934], [-1.412, -3.867, 2.014], [-0.117, -0.085, -2.495], [4.535, -1.902, 2.369], [0.075, 2.031, -4.907]]
}

No. 2
{
  "formula": "C42H43BrCsFN11O5S2",
  "method": "ωB97M-V/def2-TZVPD",
  "de_lowest_kj_mol": 0.0,
  "lumo_ev": -2.129,
  "homo_energy_ev": -9.68,
  "total_charge": 1,
  "elements": ["H", "N", "C", "H", "C", "C", "C", "C", "H", "H", "O", "H", "H", "N", "C", "C", "H", "C", "C", "N", "H", "C", "H", "C", "C", "F", "Cs", "H", "C", "H", "H", "H", "N", "C", "C", "H", "H", "H", "H", "C", "H", "H", "H", "H", "H", "C", "H", "N", "C", "O", "C", "H", "O", "C", "C", "H", "C", "C", "C", "Br", "C", "C", "C", "H", "C", "C", "N", "H", "N", "H", "C", "H", "C", "C", "C", "C", "N", "H", "C", "S", "C", "H", "C", "C", "H", "H", "H", "N", "O", "N", "H", "H", "H", "S", "N", "H", "C", "C", "H", "H", "H", "H", "H", "C", "C", "O"],
  "positions_angstrom": [[-0.525, 0.259, 5.987], [-2.950, -1.190, -5.817], [3.906, -3.076, 1.933], [0.196, -5.425, -0.183], [0.920, -0.659, 0.032], [1.038, -2.061, -2.020], [0.315, 3.541, 0.449], [0.741, 1.074, 7.390], [-0.510, -1.966, 6.586], [2.998, -3.306, -0.435], [0.157, 0.125, -0.572], [1.615, -2.261, 5.743], [5.115, -1.412, 2.624], [-3.619, -2.365, -5.706], [-2.653, 2.991, -1.824], [-2.085, 4.003, 0.712], [-4.710, 3.332, -1.313], [1.993, 3.779, 1.745], [1.591, -1.381, 6.383], [-0.301, 0.080, 6.975], [4.766, 3.696, 3.647], [0.547, 0.495, 2.175], [2.388, -1.469, 7.126], [-1.937, 0.520, -7.074], [1.710, -0.217, 4.179], [0.007, 1.433, 4.261], [-0.887, -0.232, -3.421], [-1.156, 0.191, 7.516], [-0.545, 2.863, -7.110], [1.786, 1.879, 5.655], [5.990, -2.941, 2.468], [0.269, 2.213, -8.989], [1.264, 2.652, -0.021], [-1.104, 0.791, -8.154], [-0.394, 1.983, -8.166], [4.018, -3.957, 1.303], [0.276, 2.054, 7.465], [5.552, -2.018, 1.025], [3.581, -3.434, 2.910], [-1.113, -3.797, 0.249], [0.262, -1.572, 8.148], [-4.176, -1.708, -8.223], [-4.982, -4.454, -3.736], [-2.555, -2.404, -8.391], [-4.712, 3.098, -3.616], [-3.109, -1.471, -8.254], [-0.230, 1.071, 1.692], [-4.643, -4.045, -4.588], [-3.681, 3.408, -0.997], [-2.823, 2.435, -3.048], [-3.377, 3.927, 0.258], [-0.015, 3.805, -7.081], [-0.082, -2.628, -2.074], [-1.401, 2.507, -6.076], [-4.157, 2.168, -3.474], [1.246, -5.272, 2.091], [-1.040, 3.574, -0.117], [-0.136, -4.703, 0.545], [2.441, -1.122, 3.449], [-4.797, 4.502, 1.372], [0.782, 0.597, 3.502], [5.219, -2.314, 2.020], [4.060, 3.439, 2.868], [-2.947, -0.852, -9.130], [0.212, -1.326, 7.088], [1.526, -1.787, -0.607], [0.067, -3.748, 2.753], [-2.199, -2.246, 1.020], [-1.473, -2.926, 1.207], [-1.602, -3.706, -0.707], [1.257, -0.466, 1.437], [3.154, -1.739, 3.975], [2.469, -2.495, 0.051], [2.196, -1.289, 2.073], [4.388, 2.415, 1.965], [-4.065, -2.828, -4.500], [2.833, -2.271, 1.346], [-4.574, -4.624, -5.407], [-1.321, 3.114, -1.398], [-3.976, -2.012, -3.059], [2.341, 2.766, 0.844], [0.971, 1.763, -0.438], [0.433, -4.605, 1.819], [2.870, 4.135, 2.768], [2.840, 1.122, 6.848], [5.335, 1.901, 2.071], [-4.055, 1.641, -4.418], [1.775, -0.190, 5.584], [1.702, -1.577, -2.950], [0.718, 4.252, 1.463], [3.793, 1.284, 0.225], [-4.674, 1.533, -2.752], [-0.990, 0.082, -8.961], [-1.644, -1.850, 3.589], [-2.082, 1.366, -6.052], [2.616, 4.931, 3.456], [3.538, 2.065, 0.931], [-0.952, -2.900, 2.480], [-1.547, 3.159, -5.221], [1.082, 0.768, 8.378], [-3.839, -2.895, -6.538], [0.507, 3.014, -1.968], [-1.847, 4.373, 1.698], [1.876, 1.036, 6.335], [-2.696, -0.763, -6.993], [-0.362, 2.752, -2.300]]
}

Number 1: E -152104.3271 eV. Number 2: E -165856.2699 eV.